Molecular formula: C4H6IN2OS
Method: DFT, wB97M-V/def2-TZVPD

ORCA input file:
```
! RIJCOSX wB97M-V def2-TZVPD def2/J DEFGRID3
* xyz 1 1
I -4.30970 2.85482 1.54957
S 1.00258 -1.75718 -0.99885
O 0.80517 -1.24415 -2.28235
N -2.33355 0.52898 0.59188
N -0.85415 1.58053 -0.53413
C -1.18105 0.32512 -0.09604
C 2.57605 -1.21160 -0.54216
C -1.79318 2.48238 -0.15167
C -2.74957 1.87965 0.59553
H 0.05400 1.74917 -0.92858
H 2.60592 -1.41626 0.56086
H -2.75401 -0.17405 1.16070
H 3.46399 -1.85396 -0.81893
H -1.78857 3.57017 -0.49165
H 2.60617 -0.12741 -0.67878
*
```

Properties
Largest force on an atom   3.5 eV/Å
HOMO energy (alpha / beta)   -12.0520 / -12.0381 eV

These are the Mulliken partial charges, in e, on atoms 1 to 2:
1 I 0.261
2 S 0.693

Molecular formula: C5H12O
Method: DFT, wB97M-V/def2-TZVPD

ORCA input file:
```
! RIJCOSX wB97M-V def2-TZVPD def2/J DEFGRID3
* xyz 0 1
O 1.92003 1.46977 -2.39932
C 0.46454 -0.82973 1.02579
C -0.95071 1.47601 -0.71640
C 1.07920 -2.15025 1.41609
C -0.82290 -0.65387 0.72674
C -1.55907 0.58617 0.32025
H -1.77068 1.16366 1.23159
H 1.15756 0.01132 1.02921
H -2.56611 0.27517 0.01582
H 0.35762 -2.95733 1.33495
H -0.38564 2.26106 -0.19721
H -1.65365 2.03226 -1.33060
H -0.26711 0.96436 -1.38292
H 2.02109 -2.38881 0.91961
H 0.99947 1.73918 -2.29252
H 1.85102 0.60153 -2.76750
H -1.32246 -1.61860 0.62787
H 1.44779 -1.98191 2.43857
*
```

Properties
SMILES   C/C=C/CC.O
Largest force on an atom   1.8 eV/Å
HOMO energy   -9.1752 eV

These are the Mulliken partial charges, in e, on atoms 1 to 2:
1 O -0.635
2 C 0.056

Molecular formula: C3H9NO2
Method: DFT, wB97M-V/def2-TZVPD

ORCA input file:
```
! RIJCOSX wB97M-V def2-TZVPD def2/J DEFGRID3
* xyz 0 1
O -0.88860 -1.92785 -0.82439
O -1.29990 2.54536 0.18681
N -2.37194 0.46876 0.19535
C 1.47309 0.34305 -0.46555
C 1.33426 -0.24747 0.92856
C -1.88473 1.55561 0.28486
H 2.29816 -0.59593 1.29579
H 1.83564 -0.40776 -1.16392
H -3.03078 -0.05025 0.72308
H -1.30277 -1.06682 -0.70442
H 2.18629 1.16787 -0.45850
H 0.95384 0.50085 1.62097
H 0.52067 0.72521 -0.84296
H -0.47091 -1.92142 -1.68935
H 0.64775 -1.08914 0.91361
*
```

Properties
SMILES   N=C=O.CC.O
Largest force on an atom   1.0 eV/Å
HOMO energy   -11.2029 eV

These are the Mulliken partial charges, in e, on atoms 1 to 2:
1 O -0.639
2 O -0.388

Molecular formula: C27H27N3O4S
Method: DFT, wB97M-V/def2-TZVPD

ORCA input file:
```
! RIJCOSX wB97M-V def2-TZVPD def2/J DEFGRID3
* xyz 0 1
S -4.85309 -1.52761 -1.16006
O 3.10659 1.17781 1.30346
O -0.01147 0.56709 -1.46601
O -5.87766 -2.04157 -0.30503
O -4.80719 -1.98196 -2.51739
N -4.97251 0.15384 -1.25624
N -0.01323 -1.27024 2.16534
N 2.27178 1.79193 -0.71463
C 3.51426 2.30771 -1.23104
C 3.23031 -2.12906 -0.88046
C -1.65988 2.71002 2.58358
C -2.53945 2.47900 0.25215
C -3.28082 -1.73627 -0.31377
C -3.21671 2.30996 -2.15537
C 2.24313 1.10668 0.44402
C -4.37919 0.58395 1.02146
C 5.31507 -0.33351 -0.67344
C 4.24958 -0.03932 -1.51419
C -2.19249 -1.02745 -0.75694
C 0.00429 0.04129 -0.35512
C -3.26270 -2.38148 0.91681
C 3.21186 -0.95617 -1.61426
C 4.15429 1.29277 -2.20102
C -4.24615 0.90596 -0.32395
C 4.31716 -3.68104 0.77581
C -2.60663 2.10803 1.58938
C -3.34094 1.89957 -0.71779
C 4.28782 -2.41759 -0.03126
C 0.98013 -0.42526 1.83135
C 1.03262 0.24598 0.64937
C -3.56097 1.17329 1.96629
C 5.33517 -1.50713 0.05310
C -1.07924 -0.86138 0.06854
C -2.15084 -2.28788 1.72126
C -1.07289 -1.48553 1.32726
H -4.86116 0.45094 -2.21402
H -3.66134 0.89410 3.00511
H -5.11180 -0.15669 1.30141
H -4.17677 2.64639 -2.54686
H 3.33080 3.25772 -1.73950
H 4.51168 -3.45950 1.82416
H -0.00431 -1.73278 3.06397
H -0.62846 2.50851 2.29365
H 1.53225 1.58249 -1.38178
H 5.11326 -4.33601 0.42198
H 6.12933 0.37023 -0.57853
H 1.77799 -0.27782 2.54661
H 3.37339 -4.21595 0.69790
H -1.82923 2.30419 3.57769
H 6.16855 -1.71779 0.70810
H 2.40456 -2.82295 -0.96592
H -1.78605 3.79085 2.62548
H 3.53183 1.21105 -3.09439
H 2.37363 -0.75079 -2.26547
H -2.18645 -0.55700 -1.72733
H -4.14234 -2.92376 1.22450
H 5.14093 1.65559 -2.49139
H 4.17395 2.47080 -0.37581
H -2.12169 -2.78493 2.67968
H -2.50144 3.12211 -2.25150
H -2.86485 1.48222 -2.77204
H -1.81628 3.22433 -0.04693
*
```

Properties
SMILES   Cc1ccc(CCNC(=O)c2c[nH]c3ccc(S(=O)(=O)Nc4ccc(C)cc4C)cc3c2=O)cc1
Largest force on an atom   1.1 eV/Å
HOMO energy   -8.5029 eV

These are the Mulliken partial charges, in e, on atoms 1 to 2:
1 S 1.278
2 O -0.741

Molecular formula: C42H49BFN12O3Pt
Method: DFT, wB97M-V/def2-TZVPD

ORCA input file:
```
! RIJCOSX wB97M-V def2-TZVPD def2/J DEFGRID3
* xyz 3 1
Pt -0.37042 -0.17089 0.11569
F -3.66210 -3.60708 -4.33895
O 0.19232 -2.25989 2.01585
O -0.56329 -2.07011 -0.82630
O 1.38005 -4.14898 2.29891
N 1.65773 0.01332 0.02340
N -5.44943 -8.22734 -5.17661
N 0.65164 2.53102 0.08483
N -0.66255 -6.15394 -0.50847
N 2.08495 0.74389 -0.93251
N 0.11960 1.99912 -2.30738
N -3.47493 -2.21467 3.05995
N -1.13362 1.86005 -1.77991
N -3.70760 -6.48646 -4.25733
N -2.09854 -3.08775 4.79418
N -2.39041 -0.29951 0.02112
N -0.07237 1.67427 0.87957
C -0.10980 -5.41996 0.45280
C -1.27371 2.88865 -3.77101
C -4.06988 -8.79878 -4.95499
C -5.14942 -0.50341 3.46840
C -3.74356 -1.43956 5.28720
C -5.13669 -0.32151 -0.23496
C -2.72268 -2.29694 5.66564
C -5.38561 -0.05179 2.23471
C -0.48666 2.35939 1.94697
C 2.77946 -0.61170 0.59797
C -1.29356 1.77031 3.05039
C -2.53087 -3.00549 3.54207
C -4.56435 -0.20866 1.02284
C -1.42023 -5.52365 -1.49184
C -2.18506 -6.27397 -2.39217
C -3.40597 2.65307 -2.29159
C -2.94930 -5.67878 -3.38756
C -2.95513 -0.44549 -1.19084
C 3.91436 -0.29425 -0.23090
C 3.46620 0.58162 -1.15838
C -1.55137 -8.32298 0.33797
C -0.68406 -3.29884 -0.58996
C -0.47567 -7.61962 -0.47056
C -0.00393 3.66283 1.86122
C -4.32050 -0.45913 -1.34948
C -3.06099 -7.65270 -4.85351
C -1.42214 -4.12262 -1.55428
C -4.08122 -1.40342 3.93981
C 4.16808 1.30575 -2.24603
C 0.71544 3.73466 0.68587
C -0.13577 -4.04541 0.50518
C -4.68775 -5.88393 -5.16974
C 1.25471 2.92816 -4.34282
C 0.48066 -3.37731 1.66880
C -1.97070 2.41803 -2.62572
C 2.77866 -1.07013 1.85674
C -3.17416 -0.17393 1.08883
C -5.36848 -6.97555 -5.99595
C 1.44058 4.89294 0.09387
C -2.93775 -4.26864 -3.41818
C -2.19771 -3.52322 -2.54892
C 0.04694 2.62843 -3.52582
B 1.22776 2.13606 -1.29123
H 1.00777 5.17435 -0.86663
H -3.67480 2.19876 -1.34033
H -1.52028 -8.01110 1.38201
H 3.74112 1.05373 -3.21710
H -4.24897 -0.81731 6.01282
H 1.84849 2.03018 -4.52180
H 2.49461 4.66568 -0.06527
H -4.25182 -5.17084 -5.87142
H -2.20264 -2.45096 -2.65362
H 3.71090 -1.40831 2.29274
H -6.37202 -6.67228 -6.28429
H 0.51124 -7.79572 -0.04695
H -4.81684 -7.23592 -6.89706
H -2.05423 -3.66694 2.82499
H -5.87950 -8.00960 -4.27623
H -4.11181 -9.40264 -4.05138
H -1.39151 -9.40005 0.30708
H -2.67401 -0.05115 2.03050
H 4.92816 -0.62204 -0.07067
H -4.73889 -0.55147 -2.34201
H -5.84903 -0.20026 4.23946
H 0.95880 3.33161 -5.30827
H -2.27404 -0.53305 -2.02188
H 0.40253 -5.97493 1.22778
H -1.68292 3.39687 -4.62857
H 1.75777 -3.66119 3.05161
H -0.14167 4.45067 2.58178
H -4.07764 2.28961 -3.07131
H 1.89441 -1.00657 2.47541
H -6.04387 -8.92227 -5.63065
H 4.09287 2.38407 -2.11667
H -2.36023 1.92032 2.87519
H -3.84729 -9.44801 -5.79978
H -6.21444 -0.31405 -0.34224
H -1.04795 2.26042 3.99044
H 1.37242 5.74703 0.76284
H -2.23102 -7.99126 -4.24294
H -2.55061 -8.11045 -0.04406
H -1.09568 0.70201 3.15832
H 1.89727 3.66454 -3.85584
H 5.21931 1.02751 -2.24613
H -2.64429 -7.40885 -5.83713
H -2.21139 -7.34767 -2.29381
H -2.39678 -2.35510 6.69762
H 2.02001 2.93423 -1.67192
H -5.43473 -5.35497 -4.57859
H -0.43373 -7.97257 -1.49858
H -3.57531 3.72725 -2.20204
H -6.30090 0.51141 2.08564
*
```

Properties
Largest force on an atom   1.0 eV/Å
HOMO energy   -14.2064 eV

These are the Mulliken partial charges, in e, on atoms 1 to 2:
1 Pt 0.855
2 F -0.340

Molecular formula: C6H6MgO3
Method: DFT, wB97M-V/def2-TZVPD

ORCA input file:
```
! RIJCOSX wB97M-V def2-TZVPD def2/J DEFGRID3
* xyz 0 1
Mg 1.12398 -1.17769 -1.78242
O 1.08003 -1.17960 0.15511
O -2.04487 0.18027 -3.77181
O 0.04042 -0.28317 -3.12193
C 0.09074 -0.30106 0.32409
C -1.23859 -0.18614 -2.92443
C 1.38107 0.41550 2.37581
C 0.27253 0.75326 1.38226
C -1.68671 -0.65652 -1.55614
C -1.00073 -0.37990 -0.46054
H -0.68798 0.84734 1.91562
H 0.46231 1.72056 0.89677
H 1.32937 -0.63885 2.67962
H 2.37266 0.59554 1.93485
H 1.28848 1.03597 3.27742
H -2.78271 -0.74552 -1.32431
*
```

Properties
Largest force on an atom   2.7 eV/Å
HOMO energy   -8.1188 eV

These are the Mulliken partial charges, in e, on atoms 1 to 2:
1 Mg 0.955
2 O -0.840

Molecular formula: C20H44Cl2F9N3O11S3
Method: DFT, wB97M-V/def2-TZVPD

ORCA input file:
```
! RIJCOSX wB97M-V def2-TZVPD def2/J DEFGRID3
* xyz -2 1
Cl -2.24640 -2.97446 7.74187
Cl -1.53581 0.80791 2.11451
S 1.52706 -2.62897 -3.20893
S -5.58900 -1.80141 -3.68777
S 6.48210 1.35662 -3.77144
F 0.91673 -5.08798 -2.93034
F 7.31885 3.70040 -3.55586
F 5.64328 3.64874 -4.99294
F 2.97856 -4.70947 -2.57696
F 7.54567 2.86337 -5.63127
F -5.98695 -0.21576 -1.67939
F -4.52255 0.50155 -3.12780
F 1.45446 -4.06913 -1.07243
F -6.64093 0.61313 -3.60236
O -4.86695 -1.75389 -4.98792
O 7.83099 0.84214 -3.91713
O -1.33831 1.43367 -2.17875
O 6.00986 1.56952 -2.44489
O 5.50352 0.79541 -4.71210
O 1.43692 1.77464 -5.63384
O 2.15376 -1.63859 -2.32376
O -6.96370 -2.31294 -3.68025
O 2.14072 -2.81138 -4.48824
O -4.79635 -2.49815 -2.65140
O 0.09335 -2.41373 -3.19657
N -1.49050 0.37035 5.55238
N -2.17842 -1.43221 -2.01915
N 2.98801 0.44209 -3.82256
C 1.52911 -1.25009 3.83438
C 0.25507 1.02491 -5.42854
C 6.73257 2.97061 -4.54705
C -0.64376 0.39150 -1.46555
C -0.76473 -1.71013 -0.03587
C -5.73392 -0.17517 -3.01686
C -1.93827 2.38640 -1.29003
C 1.91656 2.50839 -4.51216
C -0.53079 -0.50773 4.70925
C 2.83724 2.27347 -2.12815
C -3.61162 0.13768 6.50992
C 0.88164 -0.00831 4.36961
C -1.53952 -0.68697 -0.93163
C 2.19334 1.59258 -3.33134
C 1.59680 -2.46670 4.93214
C -1.45790 1.80912 5.15898
C -1.20777 0.11117 7.02129
C -2.81901 -0.26010 5.26144
C 1.77954 -4.20113 -2.38286
C -2.60958 0.50966 7.59689
H 1.15401 3.27759 -4.27735
H 1.43756 0.41209 5.28426
H 0.67347 -3.02247 4.94054
H 2.62519 0.27744 -4.78815
H 3.70345 2.85519 -2.39915
H 2.54964 -1.01556 3.51200
H -2.71575 -0.12269 8.43454
H -1.16444 -0.64647 3.82785
H 2.42277 -3.04293 4.70961
H -1.50347 -1.93899 -2.62006
H -2.60782 1.58821 7.87557
H 0.40783 0.03899 -5.02825
H 2.19045 3.00952 -1.68295
H 2.81008 -0.43650 -3.28480
H 4.06562 0.66829 -3.98162
H -2.95304 -2.10128 -1.81036
H -0.45706 1.63614 -4.88191
H -2.62405 -0.82388 -2.70224
H 1.29591 1.20311 -2.92325
H -0.32035 0.86714 -6.33255
H -4.33633 0.97558 6.27696
H -1.16077 2.80664 -0.53960
H -4.16080 -0.76922 6.66830
H -0.55421 2.27200 5.61434
H -2.32021 -0.21008 -0.31133
H -0.12192 -1.23218 0.67934
H -0.08491 -2.25287 -0.64302
H -0.44537 0.79042 7.36121
H -1.47528 -2.23709 0.59837
H 2.80407 2.94555 -4.91873
H 1.00168 -1.62094 2.98441
H -2.28859 2.33224 5.58252
H -2.73846 -1.33895 5.20806
H -1.39913 1.87812 4.08344
H -0.08628 0.72552 -0.54859
H 0.01574 -0.05335 -2.28034
H -2.41317 3.21508 -1.83672
H -0.47453 -1.44862 5.29366
H -3.22053 0.24442 4.37517
H -0.99553 -0.91665 7.14205
H 0.69559 0.78374 3.65545
H 3.01255 1.57289 -1.34348
H 1.74660 -1.91651 5.84242
H -2.72321 1.95065 -0.65416
*
```

Properties
Largest force on an atom   5.1 eV/Å
HOMO energy   -4.1749 eV

These are the Mulliken partial charges, in e, on atoms 1 to 2:
1 Cl -0.774
2 Cl -0.776

Molecular formula: C3H4Cl2F2
Method: DFT, wB97M-V/def2-TZVPD

ORCA input file:
```
! RIJCOSX wB97M-V def2-TZVPD def2/J DEFGRID3
* xyz 0 1
Cl -3.16747 -0.72996 0.63658
Cl 3.04927 -0.08565 0.10402
F -1.42215 -0.58605 -1.32715
F -1.94354 1.24677 -0.35875
C -1.79846 -0.05108 -0.16262
C 0.48609 -0.28088 0.73694
C 1.33613 0.34754 -0.31967
H 1.01870 0.00965 -1.29106
H 0.21862 -1.33871 0.57074
H 0.91521 0.04046 1.71460
H 1.30762 1.42791 -0.30361
*
```

Properties
Largest force on an atom   3.1 eV/Å
HOMO energy (alpha / beta)   -9.2727 / -9.1565 eV

These are the Mulliken partial charges, in e, on atoms 1 to 2:
1 Cl -0.108
2 Cl -0.201